Molecular formula: C56H80N6O22
Method: DFT, ωB97M-V with the def2-TZVPD basis set

Results
Charge: 0
LUMO level: -1.07 eV

CARTESIAN COORDINATES (ANGSTROEM)
O1 -2.112 9.923 -0.282
N1 -2.207 11.129 -0.106
O2 -3.203 11.775 -0.472
C1 -1.186 11.785 0.678
C2 -0.067 11.134 1.249
C3 0.777 11.739 2.140
C4 0.733 13.072 2.386
C5 -0.308 13.811 1.824
C6 -1.298 13.150 1.031
H1 0.082 10.076 1.094
H2 1.596 11.128 2.490
H3 1.450 13.432 3.109
H4 -0.361 14.883 1.941
H5 -2.139 13.666 0.592
O3 -0.693 9.230 7.406
N2 0.135 8.307 7.648
O4 1.131 8.536 8.311
C7 -0.122 6.970 7.135
C8 0.812 5.963 7.356
C9 0.711 4.694 6.795
C10 -0.368 4.454 5.932
C11 -1.374 5.436 5.790
C12 -1.223 6.701 6.357
H6 1.583 6.222 8.066
H7 1.378 3.849 6.878
H8 -0.549 3.552 5.367
H9 -2.247 5.244 5.183
H10 -1.930 7.490 6.147
O5 2.039 -16.790 0.218
N3 2.401 -15.630 0.202
O6 3.154 -15.247 -0.721
C13 1.849 -14.657 1.181
C14 0.877 -14.952 2.146
C15 0.446 -13.975 3.011
C16 0.986 -12.729 2.969
C17 2.010 -12.405 2.085
C18 2.427 -13.386 1.256
H11 0.420 -15.930 2.114
H12 -0.212 -14.278 3.812
H13 0.659 -12.043 3.736
H14 2.550 -11.470 2.105
H15 3.257 -13.070 0.642
O7 2.238 -3.668 8.261
N4 1.341 -4.127 8.945
O8 0.219 -4.365 8.487
C19 1.549 -4.435 10.333
C20 2.848 -4.294 10.927
C21 3.045 -4.615 12.273
C22 2.002 -5.184 13.002
C23 0.757 -5.359 12.446
C24 0.501 -4.953 11.193
H16 3.681 -3.830 10.420
H17 3.992 -4.423 12.757
H18 2.237 -5.476 14.015
H19 0.064 -6.037 12.921
H20 -0.414 -5.341 10.770
O9 -4.748 -0.956 -11.701
N5 -4.236 -0.489 -10.743
O10 -4.727 -0.584 -9.608
C25 -2.961 0.131 -10.838
C26 -2.399 0.523 -12.060
C27 -1.123 1.088 -12.178
C28 -0.333 1.219 -11.025
C29 -0.847 0.763 -9.834
C30 -2.112 0.193 -9.720
H21 -2.988 0.426 -12.960
H22 -0.619 1.351 -13.096
H23 0.667 1.622 -10.953
H24 -0.160 0.694 -9.003
H25 -2.423 -0.228 -8.775
O11 8.245 -3.057 -4.018
N6 7.144 -2.923 -3.451
O12 6.112 -3.146 -3.983
C31 7.168 -2.499 -2.053
C32 5.969 -1.977 -1.457
C33 6.043 -1.466 -0.157
C34 7.155 -1.498 0.637
C35 8.245 -2.168 0.106
C36 8.295 -2.532 -1.254
H26 5.045 -2.139 -1.991
H27 5.175 -0.941 0.213
H28 7.057 -1.155 1.657
H29 8.953 -2.398 0.888
H30 9.230 -2.901 -1.650
C37 7.804 13.250 1.996
O13 7.717 11.916 1.751
C38 8.601 11.527 0.635
C39 8.206 10.161 0.089
O14 6.871 10.126 -0.373
C40 6.602 8.811 -0.818
H31 7.100 13.493 2.792
H32 7.649 13.848 1.098
H33 8.789 13.539 2.364
H34 9.644 11.590 0.944
H35 8.543 12.313 -0.117
H36 8.374 9.409 0.860
H37 8.894 9.893 -0.714
H38 6.775 8.014 -0.095
H39 6.920 8.633 -1.845
H40 5.522 8.678 -0.876
C41 -6.628 -6.920 5.963
O15 -6.125 -8.071 6.647
C42 -6.575 -8.122 7.963
C43 -6.146 -9.359 8.736
O16 -7.103 -10.411 8.564
C44 -6.736 -11.619 9.183
H41 -7.710 -6.913 5.829
H42 -6.169 -6.950 4.975
H43 -6.401 -5.989 6.482
H44 -7.663 -8.059 7.991
H45 -6.282 -7.238 8.529
H46 -6.052 -9.179 9.807
H47 -5.167 -9.682 8.383
H48 -6.421 -11.524 10.222
H49 -5.865 -12.004 8.652
H50 -7.557 -12.319 9.026
C45 -0.798 -3.798 -0.011
O17 -1.015 -2.645 -0.797
C46 -1.272 -1.499 -0.046
C47 -1.595 -0.318 -0.928
O18 -0.484 0.110 -1.784
C48 -0.486 1.434 -2.051
H51 0.198 -3.861 0.428
H52 -1.061 -4.719 -0.531
H53 -1.560 -3.655 0.755
H54 -0.455 -1.130 0.574
H55 -2.144 -1.650 0.590
H56 -1.852 0.484 -0.236
H57 -2.475 -0.610 -1.502
H58 -0.496 2.078 -1.172
H59 -1.251 1.724 -2.771
H60 0.471 1.643 -2.530
C49 -9.960 -6.393 -9.007
O19 -10.313 -7.184 -7.880
C50 -9.412 -8.250 -7.511
C51 -8.083 -7.813 -6.852
O20 -8.388 -7.212 -5.591
C52 -7.250 -6.987 -4.768
H61 -9.125 -5.775 -8.679
H62 -10.710 -5.662 -9.307
H63 -9.555 -6.931 -9.864
H64 -9.089 -8.833 -8.374
H65 -9.964 -8.953 -6.887
H66 -7.574 -7.157 -7.558
H67 -7.500 -8.733 -6.818
H68 -7.639 -7.107 -3.757
H69 -6.910 -5.954 -4.837
H70 -6.357 -7.539 -5.062
C53 4.131 7.289 -9.548
O21 2.789 7.527 -9.262
C54 2.425 7.707 -7.892
C55 0.904 8.072 -7.628
O22 0.745 9.338 -8.302
C56 -0.566 9.794 -8.303
H71 4.740 8.107 -9.164
H72 4.309 7.409 -10.617
H73 4.589 6.335 -9.285
H74 3.067 8.460 -7.435
H75 2.724 6.847 -7.294
H76 0.755 8.183 -6.554
H77 0.253 7.319 -8.072
H78 -0.669 10.690 -8.915
H79 -0.942 10.159 -7.347
H80 -1.314 9.181 -8.804

Forces on atoms 1 to 2 (eV/Å):
O 0.48 0.56 0.01
N -2.00 -0.50 -0.31



Molecular formula: C56H87N9O10S5
Method: DFT, ωB97M-V with the def2-TZVPD basis set

Results
Charge: 0
LUMO level: 0.22 eV

CARTESIAN COORDINATES (ANGSTROEM)
C1 -17.180 -14.145 -4.970
C2 -16.964 -14.975 -3.689
C3 -18.078 -14.654 -2.633
C4 -18.034 -13.344 -2.108
N1 -17.897 -12.301 -1.595
H1 -16.528 -14.254 -5.837
H2 -17.221 -13.078 -4.751
H3 -18.120 -14.418 -5.448
H4 -16.001 -14.654 -3.291
H5 -16.800 -16.025 -3.929
H6 -17.786 -15.067 -1.668
H7 -19.126 -14.911 -2.785
C5 -21.268 -6.188 9.537
C6 -22.297 -5.086 9.551
C7 -23.026 -5.172 8.174
S1 -23.328 -6.980 7.943
O1 -22.885 -7.312 6.605
O2 -24.713 -7.330 8.392
C8 -22.036 -7.500 9.099
H8 -20.640 -6.248 10.426
H9 -20.484 -5.988 8.807
H10 -21.841 -4.098 9.613
H11 -23.014 -5.144 10.371
H12 -22.345 -4.937 7.356
H13 -24.012 -4.710 8.123
H14 -21.380 -8.203 8.586
H15 -22.598 -7.957 9.913
C9 -23.048 -13.374 8.560
C10 -22.776 -13.134 7.112
C11 -24.041 -13.500 6.414
S2 -24.342 -15.217 7.099
O3 -23.359 -16.110 6.435
O4 -25.754 -15.490 7.135
C12 -23.743 -14.688 8.766
H16 -23.621 -12.523 8.931
H17 -22.054 -13.458 9.000
H18 -21.923 -13.677 6.704
H19 -22.641 -12.083 6.854
H20 -23.978 -13.694 5.343
H21 -24.848 -12.844 6.740
H22 -23.101 -15.500 9.106
H23 -24.667 -14.661 9.344
C13 -24.431 -7.434 0.951
C14 -23.877 -8.810 0.877
C15 -22.462 -8.648 0.415
S3 -22.495 -7.355 -0.931
O5 -22.412 -7.987 -2.252
O6 -21.578 -6.307 -0.573
C16 -24.207 -6.798 -0.479
H24 -23.823 -6.875 1.661
H25 -25.499 -7.418 1.169
H26 -24.347 -9.398 0.089
H27 -23.996 -9.308 1.839
H28 -21.875 -9.411 -0.096
H29 -21.892 -8.178 1.216
H30 -24.860 -7.417 -1.095
H31 -24.299 -5.718 -0.596
C17 -14.741 -6.487 2.619
C18 -14.454 -5.394 3.651
C19 -15.696 -4.396 3.656
S4 -16.956 -4.975 2.433
O7 -17.441 -3.866 1.608
O8 -17.913 -5.823 3.183
C20 -15.724 -5.948 1.546
H32 -15.146 -7.395 3.064
H33 -13.835 -6.841 2.126
H34 -13.561 -4.902 3.265
H35 -14.137 -5.777 4.621
H36 -15.409 -3.365 3.448
H37 -16.101 -4.280 4.661
H38 -15.131 -5.234 0.974
H39 -16.135 -6.726 0.902
C21 -20.030 -4.178 -8.221
C22 -21.270 -3.686 -9.003
C23 -22.315 -3.301 -7.907
S5 -22.214 -4.472 -6.536
O9 -22.948 -5.706 -6.856
O10 -22.407 -3.767 -5.285
C24 -20.406 -4.729 -6.898
H40 -19.328 -3.368 -8.021
H41 -19.587 -4.938 -8.863
H42 -21.555 -4.519 -9.646
H43 -20.972 -2.824 -9.600
H44 -23.341 -3.116 -8.224
H45 -22.042 -2.308 -7.550
H46 -20.182 -5.715 -6.491
H47 -19.974 -4.103 -6.117
N2 -19.259 -0.768 -3.192
C25 -19.991 0.037 -4.041
C26 -19.104 0.573 -4.955
C27 -17.824 0.103 -4.668
C28 -17.933 -0.720 -3.556
H48 -19.666 -1.261 -2.410
H49 -21.052 0.124 -3.860
H50 -19.331 1.329 -5.691
H51 -16.965 0.243 -5.308
H52 -17.182 -1.341 -3.090
N3 -18.096 -9.257 6.024
C29 -17.261 -8.977 7.095
C30 -16.621 -10.131 7.578
C31 -17.137 -11.111 6.777
C32 -18.014 -10.578 5.769
H53 -18.615 -8.664 5.393
H54 -17.067 -7.938 7.319
H55 -15.894 -10.215 8.372
H56 -16.828 -12.144 6.828
H57 -18.418 -10.996 4.859
N4 -29.973 -5.732 -1.761
C33 -30.139 -5.149 -0.573
C34 -29.314 -4.067 -0.431
C35 -28.613 -3.923 -1.632
C36 -29.016 -4.936 -2.419
H58 -30.397 -6.603 -2.047
H59 -30.895 -5.525 0.100
H60 -29.325 -3.365 0.390
H61 -27.845 -3.241 -1.968
H62 -28.656 -5.243 -3.390
N5 -31.549 -12.086 3.332
C37 -31.036 -10.837 3.650
C38 -29.650 -11.024 3.805
C39 -29.355 -12.359 3.661
C40 -30.581 -12.979 3.390
H63 -32.530 -12.260 3.165
H64 -31.641 -9.946 3.732
H65 -28.972 -10.210 4.015
H66 -28.413 -12.880 3.742
H67 -30.742 -14.035 3.229
N6 -22.825 -16.856 -0.485
C41 -22.379 -16.357 0.699
C42 -22.287 -14.964 0.543
C43 -22.967 -14.694 -0.718
C44 -23.202 -15.843 -1.320
H68 -22.852 -17.851 -0.655
H69 -22.030 -17.005 1.489
H70 -21.787 -14.259 1.190
H71 -23.081 -13.715 -1.160
H72 -23.595 -16.128 -2.284
N7 -23.577 -10.702 -7.020
C45 -24.615 -11.410 -7.595
C46 -24.153 -12.613 -8.000
C47 -22.802 -12.759 -7.489
C48 -22.530 -11.586 -6.778
H73 -23.608 -9.745 -6.697
H74 -25.504 -10.835 -7.811
H75 -24.618 -13.340 -8.650
H76 -22.184 -13.635 -7.620
H77 -21.673 -11.213 -6.235
N8 -30.428 -10.776 -2.297
C49 -30.672 -10.793 -3.600
C50 -29.464 -10.441 -4.274
C51 -28.486 -10.235 -3.270
C52 -29.092 -10.472 -2.080
H78 -31.096 -11.029 -1.582
H79 -31.660 -11.099 -3.912
H80 -29.337 -10.484 -5.346
H81 -27.445 -9.947 -3.294
H82 -28.634 -10.490 -1.102
N9 -22.710 -2.198 1.509
C53 -22.801 -2.029 2.909
C54 -23.680 -0.931 3.160
C55 -24.199 -0.585 1.882
C56 -23.502 -1.343 0.881
H83 -22.075 -2.799 1.004
H84 -22.141 -2.576 3.566
H85 -23.835 -0.469 4.124
H86 -24.928 0.184 1.672
H87 -23.535 -1.278 -0.197

Forces on atoms 1 to 2 (eV/Å):
C -0.88 -0.08 -0.49
C 0.07 1.10 -0.72



The calculation returns the following orbital gap values, one per record and in order: 0.3040, 0.2923 Ha.
The calculation returns the following energy above the lowest of the compared OMol25 structures with the same formula, charge and spin values, one per record and in order: 80.3, 80.5 kcal/mol.